No. 1
87
Properties=species:S:1:pos:R:3:forces:R:3 method="wB97M-V/def2-TZVPD" spin_multiplicity=2 lumo_energy_ha="-0.0606 / -0.2725" homo_energy_ev="-9.24 / -9.24" gap_ha="0.279 / 0.067"
As 4.9552 24.1294 23.5470 -2.22 -0.69 1.81
F 6.1337 22.7806 23.6845 -0.67 1.72 -0.58
F 3.8097 23.1224 24.4801 1.15 0.79 -0.80
F 3.5377 25.3732 23.5128 2.53 -1.46 -0.36
F 5.9506 25.1911 22.5156 -0.35 -0.84 0.87
F 4.2962 23.3712 22.0786 0.84 1.13 1.78
F 5.5606 24.8214 25.0759 -0.34 -0.42 -1.97
C 9.5357 23.6721 26.4764 2.55 -1.90 1.41
O 9.8779 22.7679 27.1891 0.16 -1.73 0.76
N 10.4086 24.6592 26.2215 1.37 1.70 -0.41
N 8.3745 23.8587 25.9143 -2.25 1.31 -1.90
H 11.3289 24.5255 26.6156 -0.19 0.31 -0.17
H 10.2275 25.3563 25.5133 0.31 -0.04 0.38
H 8.2625 24.8470 26.0898 -2.02 0.05 -0.72
H 7.6601 23.1523 25.8104 -0.02 0.46 0.63
C 4.4417 21.0749 19.7931 1.65 -3.06 -2.64
O 4.3335 20.3675 18.8129 -0.71 -1.55 -1.32
N 5.3654 20.8070 20.6678 3.70 -2.00 2.60
N 3.8046 22.1371 19.9502 -4.29 5.72 0.61
H 5.7031 21.3117 21.4749 -0.57 -0.02 -0.17
H 5.8071 19.9390 20.4005 0.39 0.18 0.50
H 2.9268 22.1902 19.4534 0.27 0.44 0.01
H 4.0364 22.7497 20.7190 -0.64 -0.37 -0.86
C 10.2423 22.9454 22.1675 0.37 -1.95 -3.82
O 10.8288 22.2386 21.3414 0.24 0.37 0.81
N 10.7404 23.9676 22.7872 3.43 3.77 2.33
N 8.9261 22.9302 22.2425 -2.60 -0.56 0.24
H 11.6719 24.2791 22.5522 0.01 -0.56 0.13
H 10.3838 24.4146 23.6198 -0.33 -0.51 -0.22
H 8.5113 22.1881 21.6973 -0.48 0.02 0.74
H 8.5216 23.4255 23.0243 -0.77 -0.59 -0.22
C 7.1548 27.1281 27.5319 0.70 6.66 -4.07
O 7.7402 28.1729 27.1752 0.23 -0.62 0.56
N 5.9602 26.8424 27.1386 -4.67 -1.78 -1.64
N 7.6446 26.1815 28.1884 3.87 -5.40 4.37
H 5.3866 27.3589 26.4873 0.18 0.64 0.67
H 5.8049 25.8550 26.9938 -0.33 0.14 0.29
H 8.6392 26.1115 28.3491 -0.31 0.21 0.38
H 6.9966 25.5776 28.6736 0.59 -0.15 0.02
C 1.1946 19.9621 23.3099 -2.90 0.57 -0.51
O 0.1734 20.1904 22.6974 -0.61 0.79 -1.62
N 1.1771 18.9815 24.1792 0.85 -3.27 3.22
N 2.2999 20.6631 23.2825 2.77 1.34 -0.26
H 1.9013 18.8854 24.8766 -0.05 -0.04 -0.22
H 0.3325 18.4815 24.4175 0.03 0.48 -0.52
H 2.4242 21.4308 22.6380 -0.09 -0.29 0.32
H 3.0289 20.4160 23.9364 0.05 0.45 -0.46
C 4.7021 28.5659 24.9052 -2.32 0.62 1.65
O 3.9364 28.2844 25.8371 0.68 0.18 -0.54
N 5.0642 27.7746 23.9565 0.91 -5.64 -3.34
N 5.2128 29.7224 24.6064 0.62 4.24 1.01
H 5.6349 28.0514 23.1705 -0.28 -0.06 0.41
H 4.8415 26.7906 24.0039 -0.09 0.44 0.06
H 4.9104 30.5025 25.1722 0.54 0.19 -0.38
H 5.8692 29.7657 23.8400 -0.31 0.82 0.64
C 0.6136 23.9097 25.7276 0.54 -1.92 0.20
O -0.5519 24.0155 25.9172 -3.41 0.30 0.78
N 1.2757 22.7595 25.9414 0.22 -1.67 0.42
N 1.3702 24.8748 25.3065 2.42 4.36 -2.06
H 2.2847 22.7243 25.9697 -0.43 -0.13 0.15
H 0.6766 22.0820 26.3910 0.59 -0.21 -0.07
H 2.1543 24.7649 24.6794 0.01 -0.58 0.52
H 0.8981 25.7361 25.0712 -0.29 -0.18 0.30
C 8.4609 25.8761 19.4385 -3.41 -3.00 2.68
O 9.4436 26.2890 18.8671 4.12 1.98 -2.76
N 7.7871 24.8048 19.1053 -0.46 -1.29 -1.75
N 8.1615 26.3309 20.6190 -0.82 1.84 2.39
H 7.0119 24.4758 19.6630 -0.12 0.19 -0.03
H 8.0444 24.2184 18.3242 0.07 0.19 -0.05
H 8.5378 27.1228 21.1203 0.34 0.14 -0.64
H 7.4600 25.8246 21.1403 0.02 -0.29 0.36
C 2.3089 25.5934 20.1188 -1.19 -0.99 -0.24
O 3.4824 25.8244 20.0089 2.34 0.92 -0.09
N 1.7830 24.7382 20.9582 0.78 -2.49 3.05
N 1.3375 26.0129 19.3369 -0.45 2.42 -2.17
H 2.5152 24.1442 21.3204 -0.91 -0.24 0.81
H 0.7923 24.5524 21.0221 0.53 -0.24 0.27
H 1.7712 26.5134 18.5744 -1.25 0.01 -0.61
H 0.5140 25.4282 19.3292 0.13 0.72 -0.94
C 1.8329 29.1276 22.2713 -1.48 0.04 1.50
O 1.2198 30.1444 22.0918 -0.75 1.30 -0.72
N 1.5782 28.2697 23.2416 -1.72 -1.28 3.40
N 2.8081 28.6329 21.5624 3.89 -0.51 -4.00
H 2.1145 27.4284 23.3988 -0.23 0.26 -0.07
H 0.8596 28.5102 23.9093 0.33 -0.02 0.08
H 3.4291 27.9359 21.9479 -0.49 -0.09 -0.30
H 2.6618 28.6238 20.5631 0.51 0.19 0.13

---

No. 2
69
Properties=species:S:1:pos:R:3:forces:R:3 method="wB97M-V/def2-TZVPD" lumo_energy_ha=0.0910 homo_energy_ev=-7.18 charge=-1 gap_ha=0.355
N 0.0527 0.3782 -1.0430 0.05 -2.94 1.94
S -0.3212 1.0810 0.3027 -2.49 4.95 3.03
O 0.7996 1.5954 1.0340 -0.26 -0.67 -0.35
O -1.4597 0.6096 1.0854 1.58 -0.22 -1.39
F -0.9571 2.4045 -0.3408 0.19 -0.20 -0.43
S 0.4218 -1.0825 -0.3264 3.17 -4.86 -3.56
O -0.6662 -1.9166 0.0710 -0.69 1.23 1.10
O 1.7108 -1.2544 0.3014 -1.59 1.67 0.77
F 0.7786 -1.8744 -1.6599 -0.24 0.88 -0.98
C -1.4879 1.6943 -4.0214 -0.24 0.00 -0.40
O -1.2131 0.3984 -3.5384 0.31 0.00 -0.18
H -1.9448 2.2898 -3.2289 -0.07 0.26 -0.23
H -0.6518 2.2279 -4.4870 0.46 -0.17 0.58
H -2.1554 1.5690 -4.8781 -0.42 0.01 0.35
H -0.7488 0.4127 -2.6817 -0.23 0.11 -0.39
C -2.5497 3.1872 2.6767 -0.22 -1.34 0.36
O -1.3221 2.7145 3.1962 0.14 0.63 0.34
H -3.3743 2.5651 3.0519 -0.09 -0.10 -0.12
H -2.7831 4.1732 3.0735 0.48 0.26 -0.34
H -2.5548 3.0915 1.5905 -0.17 0.56 -0.09
H -1.1459 1.8159 2.8856 -0.15 0.03 -0.01
C 1.5011 3.4100 -1.9124 0.11 -0.47 -0.53
O 1.8572 2.0888 -2.2822 -0.09 -0.19 -0.11
H 2.2568 4.0656 -2.3461 0.05 0.06 0.14
H 0.5437 3.6715 -2.3733 -0.14 0.23 0.29
H 1.4807 3.5295 -0.8300 -0.10 0.09 0.02
H 1.1762 1.4592 -1.9708 0.70 0.55 -0.12
C -3.0881 -2.2690 -2.9647 0.32 1.18 -0.35
O -2.3826 -1.9762 -4.1701 -0.35 -0.31 -0.07
H -2.5627 -1.7474 -2.1582 -0.15 -0.36 0.36
H -4.0910 -1.8311 -3.0248 -0.17 -0.27 0.15
H -3.1439 -3.3361 -2.7705 0.14 -0.03 -0.13
H -2.1468 -1.0306 -4.1131 0.24 -0.46 0.06
C 2.3128 -4.3188 -4.1652 0.06 -0.07 0.53
O 3.4181 -3.4254 -4.2112 -0.11 0.05 -0.40
H 1.7159 -4.0221 -3.3042 0.02 -0.07 0.00
H 1.6571 -4.2866 -5.0387 0.18 0.12 -0.13
H 2.6795 -5.3378 -4.0083 -0.22 -0.09 -0.04
H 3.8744 -3.5768 -5.0433 0.07 0.08 0.05
C -3.1110 -3.9482 1.0194 -1.60 -0.48 -0.92
O -2.2336 -4.2190 -0.0583 0.35 0.63 0.59
H -3.2613 -4.8489 1.6175 0.51 0.12 0.29
H -2.9217 -3.0574 1.6171 0.61 -0.15 0.06
H -4.1115 -3.7819 0.5871 -0.04 0.17 0.11
H -1.7856 -3.3738 -0.2312 0.10 -0.46 -0.17
C 0.3858 5.4086 0.8086 -0.53 -0.11 0.50
O 0.2927 6.7458 1.3087 0.00 -0.09 -0.10
H 0.4859 5.4675 -0.2701 0.27 0.00 0.02
H 1.1882 4.8472 1.2908 0.32 0.13 -0.29
H -0.5131 4.8254 1.0261 -0.15 0.13 -0.08
H -0.0998 6.7105 2.1843 0.04 -0.05 0.02
C -0.4690 -1.7371 3.3576 -1.48 0.25 -1.20
O -1.0979 -0.4819 3.6786 1.27 0.19 0.89
H -1.3332 -2.3252 3.0473 0.57 -0.95 0.08
H 0.1631 -1.6535 2.4730 0.07 0.29 0.13
H 0.1225 -2.2283 4.1284 -0.33 0.42 0.52
H -2.0375 -0.5416 3.5158 -0.01 -0.18 -0.14
C 3.2716 2.8718 2.7695 -0.29 2.50 0.62
O 3.7828 2.5880 4.0794 -0.23 -1.17 -0.26
H 3.6762 3.8738 2.5684 0.25 -0.30 -0.93
H 3.4669 2.1767 1.9593 0.30 -0.36 0.42
H 2.2069 3.1230 2.8045 -0.16 -0.80 0.14
H 4.2547 3.3607 4.3777 0.09 0.10 0.02
C 2.0429 -4.2858 2.2657 1.07 0.44 0.51
O 3.0283 -5.2720 1.9468 -0.55 -0.88 -0.43
H 1.9185 -4.2876 3.3539 -0.14 0.43 -0.07
H 2.4912 -3.3608 1.8930 -0.76 0.39 0.32
H 1.0544 -4.4436 1.8369 0.31 -0.42 -0.42
H 3.6567 -5.2990 2.6677 0.05 0.05 0.05

---

Asked for ΔE to the lowest compared entry with this formula, charge and spin across the records above, the calculation gives 0.0000, 1.5464 eV in order.
Asked for electronic energy across the records above, the calculation gives -138443.92808, -68275.36237 eV in order.